Record 1
21
Properties=species:S:1:pos:R:3:forces:R:3 method="wB97M-V/def2-TZVPD" s_squared=0.752 homo_lumo_gap_ev="10.290 / 6.818" de_lowest_ev=1.9451 total_energy_ha=-348.9816 multiplicity=2 charge=+1
C -2.171111 0.705117 0.862395 -0.34 -1.52 4.44
C -0.799392 1.118912 1.613661 0.44 -2.02 -6.03
C 0.280487 1.063529 0.536233 -0.50 -1.27 4.10
C 1.356657 0.218917 0.852514 0.49 -1.19 -0.52
C 2.364674 -0.137565 -0.122530 0.48 0.61 -1.84
H -2.255417 -0.360240 0.427489 0.54 1.63 1.12
H -2.575491 1.348227 0.152636 -0.08 1.53 -1.21
H -2.805482 0.846720 1.839544 0.27 -0.86 -2.17
H -0.501336 0.557678 2.429361 0.15 -1.99 1.36
H -0.684452 2.040929 2.001265 -0.92 3.99 0.96
H 0.254503 1.629079 -0.340865 -0.19 0.71 -1.41
H 1.418239 -0.335950 1.835563 -0.36 1.01 -1.00
H 1.975995 -0.749903 -0.986284 -0.46 0.56 0.59
H 3.094418 -0.831155 0.286623 0.64 0.68 0.02
H 2.702948 0.801725 -0.746700 -0.11 -1.66 1.37
H 0.296119 -2.711672 -0.150505 0.03 -0.11 0.28
H -0.345494 -1.480103 0.556828 0.08 -0.16 0.41
O -0.446026 -2.101807 -0.159948 -0.17 0.01 -0.68
H -0.116001 -1.034508 -2.660950 -0.32 0.36 0.02
H -0.316346 0.054696 -3.682923 0.01 0.41 -1.96
O -0.345237 -0.096816 -2.766892 0.31 -0.72 2.14

=====

Record 2
78
Properties=species:S:1:pos:R:3:forces:R:3 method="wB97M-V/def2-TZVPD" homo_lumo_gap_ev=6.059 de_lowest_ev=0.1734 total_energy_ha=-3881.1773 multiplicity=1 charge=-1
Rb 0.333204 -0.164389 -0.228653 -0.34 -1.15 0.14
C -3.251532 -0.449995 -0.587824 0.18 0.07 0.10
N -2.517168 -1.297600 0.342385 -0.01 -0.10 -0.01
C -2.552828 -2.698877 -0.089182 0.03 0.06 -0.05
C -1.607401 -2.984513 -1.261006 0.15 0.02 0.19
C -0.180807 -3.341270 -0.793374 -0.16 0.15 -0.15
N 0.800622 -2.670872 -1.632369 0.06 -0.26 -0.18
C 2.011465 -2.484668 -1.271799 0.15 -0.41 -0.17
C 2.771639 -2.752018 -0.046962 0.05 -0.02 0.19
C 4.146878 -2.996412 -0.237640 -0.12 -0.02 -0.05
C 4.999532 -3.341318 0.784580 -0.06 0.01 0.14
C 4.466511 -3.427288 2.086750 -0.06 0.04 -0.20
C 3.149546 -3.136169 2.329840 0.06 0.00 0.01
C 2.240380 -2.713168 1.298330 -0.12 0.03 -0.04
O 1.074753 -2.298129 1.593062 0.18 -0.09 -0.02
C -2.964232 -1.112923 1.728710 0.09 -0.02 -0.03
C -1.923630 -0.500692 2.671308 0.05 0.12 -0.11
C -1.800685 1.036584 2.622486 0.05 -0.03 -0.09
N -0.773112 1.511481 1.713099 -0.15 -0.01 0.32
C 0.113533 2.296448 2.190321 0.04 0.15 -0.11
C 1.258538 2.882875 1.513221 0.04 0.05 -0.24
C 2.155440 3.625899 2.301126 -0.17 -0.12 0.18
C 3.325985 4.159836 1.819158 0.06 -0.01 -0.13
C 3.640787 3.937250 0.463732 -0.11 -0.05 0.05
C 2.789696 3.243116 -0.355513 -0.01 0.05 0.09
C 1.529167 2.713232 0.099915 -0.23 0.29 -0.10
O 0.724484 2.160508 -0.708535 0.54 1.39 0.01
H -4.328157 -0.686887 -0.594902 -0.07 -0.01 0.01
H -2.866642 -0.574180 -1.601353 -0.02 0.08 0.06
H -3.119453 0.601835 -0.321761 -0.01 -0.16 -0.01
H -3.585418 -2.989088 -0.347563 -0.07 0.00 -0.02
H -2.249779 -3.320123 0.756097 -0.01 0.01 0.01
H -1.530887 -2.098188 -1.897253 -0.10 -0.09 -0.05
H -2.023701 -3.785760 -1.875116 -0.02 0.02 -0.07
H -0.013420 -4.417400 -0.899539 0.02 -0.06 0.07
H -0.061859 -3.096014 0.265516 0.08 0.03 0.02
H 2.640572 -2.095091 -2.084620 0.02 0.09 0.11
H 4.535873 -2.932964 -1.251970 -0.03 0.01 0.03
H 6.048025 -3.535300 0.594161 -0.04 0.00 0.02
H 5.112317 -3.712077 2.909499 0.02 -0.01 0.05
H 2.745855 -3.174623 3.337410 0.02 0.01 -0.07
H -3.261716 -2.084105 2.135166 0.00 -0.03 0.00
H -3.865855 -0.488691 1.747458 -0.07 0.01 -0.02
H -0.949507 -0.968915 2.479077 -0.07 0.05 0.13
H -2.220844 -0.765998 3.691229 0.03 -0.05 0.00
H -1.626013 1.417689 3.638170 0.06 0.03 0.10
H -2.769406 1.449020 2.303302 0.04 -0.01 -0.01
H 0.053513 2.572979 3.255275 -0.01 0.02 0.12
H 1.904765 3.765906 3.351688 0.01 -0.03 -0.02
H 3.994753 4.717196 2.463460 -0.03 -0.02 -0.02
H 4.570019 4.327440 0.060203 0.00 -0.01 0.00
H 3.024276 3.081181 -1.401714 0.00 0.02 0.01
C -2.571570 3.368817 -0.133831 0.02 -0.06 -0.24
C -2.792737 3.116408 -1.593260 -0.07 0.09 -0.20
N -2.241231 2.162717 -2.268194 -0.03 0.06 -0.06
C -2.597206 2.189530 -3.601847 0.20 -0.19 0.24
C -3.466512 3.175162 -3.940837 -0.17 0.16 -0.17
S -3.833938 4.129101 -2.568851 0.04 -0.07 0.16
C -1.959326 1.230064 -4.523486 0.15 -0.04 0.48
C -2.102432 1.210833 -5.870882 -0.12 0.02 -0.30
S -1.085068 0.018236 -6.547699 0.14 -0.12 0.05
C -0.501955 -0.390257 -4.954562 -0.30 0.22 -0.13
N -1.064363 0.304991 -4.014423 0.15 -0.10 -0.22
C 0.588612 -1.400176 -4.780196 -0.07 0.11 0.09
H -1.779356 2.700517 0.210772 -0.05 0.07 -0.07
H -3.482836 3.191367 0.443504 0.00 0.00 -0.05
H -2.254369 4.398890 0.038265 -0.01 -0.02 -0.02
H -3.891579 3.403920 -4.909312 0.11 -0.06 0.13
H -2.731193 1.832619 -6.492878 0.08 -0.06 0.12
H 0.602146 -2.119271 -5.600049 -0.03 0.03 0.01
H 0.481051 -1.924766 -3.828998 -0.04 0.01 0.06
H 1.552736 -0.885299 -4.764136 -0.02 -0.01 -0.01
Cl 2.573524 -1.563768 6.005632 0.00 0.02 0.00
C 1.785238 -0.063606 5.487461 0.11 -0.01 -0.11
Cl 2.583559 1.328783 6.252580 -0.01 -0.01 0.00
Cl 0.081251 -0.094445 5.952602 -0.11 0.00 -0.05
C 1.912537 0.070435 4.037933 0.18 0.05 -0.39
N 2.076914 0.204423 2.907570 -0.06 -0.15 0.48

=====

Record 3
15
Properties=species:S:1:pos:R:3:forces:R:3 method="wB97M-V/def2-TZVPD" homo_lumo_gap_ev=10.505 de_lowest_ev=1.2555 total_energy_ha=-324.9265 multiplicity=1
C 1.462089 0.543455 0.346696 -0.77 -0.99 -0.74
C 0.940763 1.976103 0.416243 1.02 -1.85 1.51
N 0.651422 2.577432 -0.756228 -0.02 0.68 -0.03
O 0.847958 2.396692 1.557992 -0.37 1.22 -0.99
H 2.504939 0.436445 0.585215 0.50 0.54 0.39
H 1.371849 -0.012834 -0.593104 -0.32 0.38 -0.18
H 0.906011 -0.030607 1.090178 0.11 0.11 0.02
H 0.640500 3.583674 -0.815679 -0.26 -0.05 0.15
H 0.843082 2.078211 -1.601785 0.11 -0.06 -0.12
C -1.795894 -1.978146 0.176406 0.30 0.83 -0.61
O -1.387209 -2.729690 -0.956536 -0.11 -0.95 -0.17
H -1.150573 -1.094692 0.164056 0.31 -0.23 0.62
H -2.777002 -1.500154 0.049058 -0.23 -0.78 0.03
H -1.720557 -2.563760 1.089148 -0.06 0.29 0.17
H -1.337377 -3.682129 -0.751661 -0.19 0.86 -0.04

=====

Record 4
63
Properties=species:S:1:pos:R:3:forces:R:3 method="wB97M-V/def2-TZVPD" homo_lumo_gap_ev=10.432 de_lowest_ev=4.0126 total_energy_ha=-1085.1142 multiplicity=1
C 3.049581 -1.320469 -7.185461 -1.66 0.85 -1.48
C 2.172701 -2.135759 -6.256121 1.41 -0.45 -1.02
O 2.957911 -2.294719 -5.118421 -0.32 -0.48 2.05
H 2.458331 -1.237249 -8.097381 0.03 0.64 -0.35
H 4.009911 -1.665269 -7.568841 0.04 -0.76 0.72
H 3.200851 -0.335199 -6.744471 -0.02 0.04 -0.14
H 1.894211 -3.099129 -6.683291 0.19 -0.32 -0.23
H 1.201301 -1.682119 -6.059421 0.37 0.53 0.44
H 3.836031 -2.559159 -5.402261 -0.05 -0.04 0.02
C 3.933781 -7.790069 0.344469 -0.36 0.10 0.69
C 2.862451 -8.814519 0.678119 1.04 -0.35 1.58
O 2.723611 -9.687319 -0.378751 -0.78 -0.89 -1.55
H 4.884261 -8.307079 0.212599 -0.07 -0.01 -0.15
H 4.042651 -7.135159 1.208959 0.08 0.21 -0.06
H 3.729671 -7.181389 -0.536411 -0.19 -0.14 0.02
H 1.923401 -8.499269 1.132969 -0.38 0.94 -0.73
H 3.210781 -9.455369 1.488109 0.73 0.30 0.62
H 2.367611 -10.494559 -0.000271 -0.08 -0.18 -0.41
C 8.192261 0.412511 0.296779 -0.66 0.99 0.37
C 7.693431 1.762671 -0.226871 0.70 -0.23 -1.05
O 8.791741 2.642241 -0.406481 0.84 0.24 0.30
H 8.359431 0.460431 1.372819 0.19 -0.21 -0.04
H 9.107061 0.152801 -0.235931 -0.10 -0.07 0.08
H 7.395581 -0.299589 0.081549 0.20 -0.26 0.15
H 6.951851 2.305351 0.359349 -0.36 -0.62 0.18
H 7.347491 1.533331 -1.234751 -0.76 0.15 -0.03
H 8.530231 3.365221 -0.981381 -0.06 0.00 0.04
C -5.855909 0.125991 5.034479 -0.19 -0.72 0.89
C -6.197339 0.337151 6.520989 -0.40 1.81 -0.15
O -7.328099 1.212511 6.651079 -0.53 -0.07 0.00
H -6.747539 -0.040159 4.429929 -0.17 -0.26 0.31
H -5.255139 -0.783389 5.048749 0.30 0.06 -0.67
H -5.354009 0.958181 4.540859 0.30 0.01 0.45
H -5.406189 0.854451 7.063739 0.60 -0.38 -0.19
H -6.438839 -0.541709 7.118809 0.03 -0.35 -0.59
H -7.038809 2.106351 6.848459 0.07 -0.10 -0.06
C -5.830549 1.784001 -1.774951 0.45 -1.09 -1.25
C -6.231999 0.360251 -1.492211 0.45 -0.45 0.60
O -7.626219 0.195421 -1.391131 -0.58 0.21 0.67
H -6.279669 1.940651 -2.755691 -0.24 1.12 0.21
H -4.760999 1.732291 -1.978661 0.20 0.24 0.10
H -5.996379 2.517481 -0.985901 -0.47 -0.17 -0.26
H -5.718439 0.042961 -0.584641 -0.10 -0.22 0.34
H -5.954619 -0.353119 -2.268271 0.81 0.38 -0.37
H -7.721519 -0.607819 -0.874111 -0.52 -0.03 -0.03
C -2.002559 7.512641 2.384889 -0.50 0.35 -0.19
C -2.819849 7.898191 1.128709 -0.18 -0.11 0.31
O -2.375329 9.138301 0.576119 0.20 -0.28 -0.09
H -1.009729 7.179001 2.083109 0.01 0.02 0.14
H -2.462769 6.768001 3.034379 -0.17 -0.43 -0.49
H -1.911599 8.353721 3.072209 0.17 0.35 -0.36
H -3.893439 8.011221 1.279419 0.00 0.07 0.66
H -2.784449 7.121911 0.364349 0.37 -0.23 0.01
H -1.873099 8.917231 -0.211601 0.10 0.26 0.00
C 0.265621 0.739701 0.430929 -0.44 -1.21 -0.06
C 0.627801 -0.774609 0.572459 0.73 1.83 -1.62
O 1.994771 -0.910049 0.225669 1.09 -0.32 0.53
H 1.020371 1.408501 0.844669 -0.18 -0.28 0.58
H -0.721199 0.799021 0.890019 -0.01 0.78 0.13
H 0.187631 1.054921 -0.609571 -0.12 -0.32 -0.15
H 0.119961 -1.334999 -0.212501 -0.90 -0.20 0.68
H 0.455771 -1.102859 1.597529 0.01 -0.29 -0.21
H 2.096241 -1.262529 -0.661491 -0.16 0.01 0.09